This record from the OMol25 dataset describes a cluster of 5 separate species, C23H36Br8N2O2 in total. The level of theory is wB97M-V/def2-TZVPD.

Each line ends with the Löwdin charge.
Positions of all 71 atoms, in Å:
C 4.320 -2.104 0.167  -0.14
C 3.850 -3.630 -0.021  -0.21
C 2.676 -3.806 -1.144  -0.22
O 1.484 -4.211 -0.430  -0.20
C 0.274 -3.833 -1.124  -0.20
C 0.017 -2.257 -0.984  -0.14
C -0.193 -1.397 -2.303  0.01
C -0.406 0.133 -2.079  -0.03
C -0.395 0.814 -0.647  -0.15
N -0.568 2.248 -0.602  0.11
C -0.536 2.748 0.732  -0.22
O -0.700 4.150 0.922  -0.11
C 0.568 4.833 1.123  -0.20
C 1.360 5.159 -0.265  -0.21
C 2.452 4.035 -0.645  -0.14
C -0.383 1.834 1.982  -0.03
N -0.215 0.419 1.987  0.09
C -0.206 -0.048 0.626  -0.17
C 0.007 -1.606 0.414  0.05
H 3.502 -1.413 0.573  0.07
H 5.210 -2.106 0.907  0.08
H 4.722 -1.731 -0.844  0.08
H 3.420 -3.973 0.996  0.12
H 4.732 -4.269 -0.369  0.10
H 2.579 -2.827 -1.728  0.12
H 3.049 -4.597 -1.908  0.13
H 0.206 -4.215 -2.207  0.13
H -0.595 -4.350 -0.557  0.14
H -0.178 -1.874 -3.340  0.10
H -0.570 0.761 -3.027  0.00
H 0.300 5.873 1.560  0.13
H 1.244 4.320 1.892  0.13
H 1.939 6.142 -0.063  0.11
H 0.573 5.338 -1.073  0.10
H 3.478 4.531 -0.843  0.08
H 2.571 3.209 0.136  0.07
H 2.148 3.568 -1.660  -0.02
H -0.401 2.353 3.013  0.06
H 0.170 -2.318 1.308  0.12
Br 0.030 1.238 -6.592  0.60
C -0.859 2.876 -6.021  -0.71
C 0.070 3.750 -5.216  -0.66
Br 0.281 3.068 -3.402  0.79
H -1.754 2.578 -5.474  0.01
H -1.154 3.377 -6.945  0.06
H -0.350 4.751 -5.097  0.06
H 1.069 3.829 -5.645  0.05
Br -4.002 -1.361 -9.114  0.60
C -4.891 0.277 -8.545  -0.70
C -3.964 1.152 -7.738  -0.69
Br -3.754 0.474 -5.923  0.62
H -5.787 -0.020 -8.000  0.05
H -5.183 0.778 -9.470  0.06
H -4.384 2.152 -7.622  0.06
H -2.964 1.230 -8.166  0.04
Br 2.032 -1.410 7.017  0.60
C 0.271 -0.602 6.806  -0.72
C 0.104 -0.005 5.431  -0.69
Br 1.050 1.693 5.276  0.63
H 0.157 0.126 7.610  0.05
H -0.436 -1.419 6.958  -0.05
H -0.944 0.236 5.241  0.06
H 0.474 -0.648 4.632  0.05
Br -3.450 -6.018 8.773  0.60
C -1.968 -4.825 9.197  -0.70
C -2.079 -3.524 8.440  -0.68
Br -1.548 -3.743 6.577  0.66
H -1.049 -5.370 8.985  0.05
H -2.042 -4.650 10.272  0.06
H -1.390 -2.783 8.847  0.06
H -3.089 -3.112 8.436  0.06

Values from the calculation:
highest occupied orbital energy: -8.3645 eV
frontier orbital gap: 7.6240 eV
SMILES: CCCOCc1ccc2nc(OCCC)cnc2c1.BrCCBr.BrCCBr.BrCCBr.BrCCBr
E_tot: -21749.8278 hartree
E_LUMO: -0.74 eV

***

This record from the OMol25 dataset describes a structure of composition C23H36FIrN2OSb2. The level of theory is wB97M-V/def2-TZVPD.

Each line ends with the Löwdin charge.
Positions of all 66 atoms, in Å:
Ir 0.715 -0.639 -1.001  0.62
C 0.682 -2.064 2.737  -0.23
Sb 0.383 -0.408 1.454  1.41
C -1.644 0.127 1.744  -0.23
C 1.509 1.224 2.283  -0.25
C 0.609 2.411 2.400  -0.31
C -0.119 2.614 3.570  -0.05
C -1.025 3.656 3.677  -0.05
C -1.217 4.512 2.603  -0.05
C -0.484 4.335 1.442  -0.03
C 0.438 3.296 1.320  -0.28
C 1.253 3.191 0.067  -0.26
Sb 0.569 1.819 -1.425  1.41
C -1.338 2.560 -1.953  -0.25
C 1.823 2.264 -3.068  -0.24
H 0.222 -1.775 3.682  0.03
H 1.746 -2.239 2.881  0.03
H 0.208 -2.965 2.358  0.00
H -1.791 0.490 2.760  0.03
H -2.281 -0.741 1.571  0.02
H -1.906 0.918 1.043  0.01
H 2.336 1.390 1.598  0.04
H 1.925 0.908 3.240  0.09
H 0.038 1.953 4.416  0.12
H -1.570 3.806 4.599  0.12
H -1.918 5.332 2.678  0.12
H -0.605 5.036 0.624  0.12
H 2.301 2.948 0.247  0.08
H 1.245 4.150 -0.456  0.08
H -1.192 3.594 -2.266  0.03
H -2.008 2.540 -1.096  0.01
H -1.758 1.984 -2.774  0.03
H 1.745 3.334 -3.261  0.03
H 1.515 1.715 -3.955  0.03
H 2.847 2.004 -2.809  0.02
F 6.696 -1.413 -1.621  0.11
C 5.407 -1.198 -1.379  -0.27
C 4.508 -1.251 -2.429  0.01
C 3.174 -1.019 -2.138  -0.15
C 2.715 -0.727 -0.842  -0.40
C 3.667 -0.694 0.176  -0.13
C 5.006 -0.936 -0.079  0.02
H 4.857 -1.475 -3.427  0.13
H 2.459 -1.082 -2.967  0.10
H 3.383 -0.497 1.204  0.07
H 5.748 -0.925 0.707  0.13
C -0.121 -3.369 -1.165  -0.05
N -1.485 -3.107 -0.749  -0.13
C -2.018 -3.954 0.313  -0.03
C -2.080 -1.965 -1.182  -0.50
O -1.363 -1.010 -1.602  -0.18
N -3.414 -1.853 -1.150  -0.11
C -4.041 -0.540 -1.242  -0.01
C -4.328 -2.977 -1.336  -0.01
H 0.066 -4.442 -1.143  0.12
H 0.625 -2.906 -0.486  0.06
H 0.039 -3.027 -2.187  0.10
H -1.213 -4.185 1.012  0.08
H -2.411 -4.899 -0.065  0.10
H -2.805 -3.433 0.853  0.10
H -3.280 0.233 -1.204  0.07
H -4.743 -0.414 -0.418  0.11
H -4.589 -0.449 -2.181  0.11
H -3.783 -3.896 -1.519  0.09
H -4.947 -2.775 -2.211  0.11
H -4.980 -3.100 -0.471  0.11

Values from the calculation:
energy above the lowest of the compared OMol25 structures with the same formula, charge and spin: 23.9 kJ/mol
highest occupied orbital energy: -13.8690 eV
frontier orbital gap: 6.5902 eV
charge: +2
E_tot: -1766.8787 hartree
E_LUMO: -7.28 eV

***

This record from the OMol25 dataset describes a structure of composition C23H36N11PtS. The level of theory is wB97M-V/def2-TZVPD.

Each line ends with the Löwdin charge.
Positions of all 72 atoms, in Å:
Pt -0.079 -0.078 0.087  0.99
S -0.677 -0.295 2.601  0.88
C -1.509 1.180 2.304  -0.72
C -2.234 1.880 3.271  -0.02
C -2.851 3.065 2.892  0.01
C -2.727 3.495 1.579  0.02
C -1.979 2.737 0.674  -0.09
N -1.378 1.612 1.028  -0.09
H -2.301 1.503 4.282  0.13
H -3.418 3.642 3.610  0.14
H -3.198 4.411 1.250  0.13
H -1.857 3.057 -0.354  0.12
N -1.280 0.208 -4.193  0.18
C -0.201 0.962 -4.470  0.07
C 0.502 1.099 -3.271  -0.02
N -0.136 0.450 -2.290  0.08
C -1.230 -0.098 -2.862  -0.21
C -2.135 -0.886 -2.117  -0.21
N -1.982 -1.055 -0.789  0.04
C -2.970 -1.863 -0.391  -0.02
C -3.760 -2.206 -1.490  0.07
N -3.223 -1.585 -2.558  0.18
H -1.990 -0.046 -4.868  0.19
H 0.009 1.349 -5.456  0.16
H 1.427 1.632 -3.123  0.13
H -3.092 -2.167 0.636  0.14
H -4.635 -2.835 -1.559  0.16
H -3.585 -1.657 -3.500  0.19
C 2.528 -3.596 -2.775  -0.05
C 3.112 -3.618 -1.361  -0.18
N 2.134 -3.962 -0.326  -0.06
C 2.178 -5.329 0.222  -0.18
C 1.328 -6.334 -0.560  -0.05
C 1.222 -3.074 0.071  -0.40
C 0.240 -3.485 1.126  -0.01
N 1.180 -1.850 -0.411  -0.01
H 3.311 -3.316 -3.480  0.09
H 1.705 -2.885 -2.870  0.05
H 2.164 -4.583 -3.053  0.08
H 3.576 -2.657 -1.117  0.12
H 3.899 -4.366 -1.323  0.13
H 1.877 -5.310 1.267  0.11
H 3.214 -5.656 0.192  0.13
H 0.301 -5.989 -0.687  0.07
H 1.309 -7.277 -0.014  0.09
H 1.754 -6.523 -1.544  0.08
H 0.721 -3.507 2.107  0.11
H -0.172 -4.473 0.937  0.09
H -0.570 -2.768 1.156  0.01
H 1.859 -1.682 -1.140  0.02
C 3.061 0.447 0.372  -0.20
N 4.240 1.215 0.666  -0.08
C 4.256 1.564 2.091  -0.13
N 3.065 2.352 2.424  -0.07
C 1.883 1.593 2.136  -0.21
N 1.812 1.210 0.689  -0.17
C 1.859 2.484 -0.092  -0.18
N 3.041 3.245 0.199  -0.08
C 4.232 2.451 -0.122  -0.13
C 3.068 3.581 1.626  -0.13
H 3.064 -0.472 0.959  0.12
H 3.053 0.196 -0.692  0.11
H 5.147 2.148 2.310  0.14
H 4.279 0.655 2.695  0.14
H 1.004 2.193 2.384  0.11
H 1.875 0.681 2.740  0.10
H 0.973 3.077 0.148  0.12
H 1.843 2.237 -1.154  0.09
H 5.124 3.030 0.108  0.14
H 4.242 2.209 -1.187  0.13
H 2.199 4.191 1.879  0.14
H 3.968 4.152 1.846  0.14

Values from the calculation:
highest occupied orbital energy (alpha / beta): -15.7481 / -15.7266 eV
frontier orbital gap (alpha / beta): 6.3053 / 3.0617 eV
charge: +3
E_tot: -2016.8511 hartree
2S+1: 5
E_LUMO (alpha / beta): -9.44 / -12.66 eV